Here is a cluster of 12 separate species, C64H130F18N8O16S6 in total at a distorted geometry from the Open Molecules 2025 dataset. Energies are from the ωB97M-V functional and the def2-TZVPD basis.

The geometry in XYZ format:
```
242
C64H130F18N8O16S6 the ωB97M-V functional and the def2-TZVPD basis
C -6.9800 31.9907 22.9812
C -8.1183 32.4802 22.0184
C -9.4925 32.0281 22.4291
C -10.4912 32.8219 21.5334
N -11.9125 32.5011 21.7252
C -12.8281 33.2585 20.7845
C -14.1406 33.3427 21.5131
C -13.9280 32.9281 22.9247
C -12.4378 32.9755 23.0869
C -12.1386 30.9977 21.5935
H -7.2305 32.3443 24.0115
H -6.0493 32.4639 22.7312
H -6.8445 30.9338 22.8710
H -7.9128 32.0627 21.0489
H -7.9283 33.5552 21.9529
H -9.5594 32.2478 23.5015
H -9.5235 30.9229 22.2583
H -10.2016 32.5945 20.4887
H -10.2964 33.9491 21.6436
H -12.8190 32.8888 19.7610
H -12.3538 34.2598 20.7288
H -14.7988 32.6423 21.1054
H -14.7348 34.2912 21.3863
H -14.3462 31.9469 23.1565
H -14.2866 33.6206 23.7448
H -12.0033 32.4212 23.9445
H -12.0119 33.9652 23.2351
H -13.1660 30.6726 21.5746
H -11.6646 30.5397 22.4538
H -11.6566 30.5943 20.7003
C -3.8494 20.8219 16.4363
C -5.1982 20.3577 15.9178
C -5.1427 20.7003 14.4197
C -6.4791 20.4471 13.7538
N -6.5782 21.0463 12.3595
C -7.7274 20.4549 11.5407
C -7.3975 20.8215 10.1213
C -5.9040 20.6348 10.1045
C -5.4050 20.6792 11.5313
C -6.7718 22.5703 12.4003
H -3.0282 20.1975 16.0586
H -3.7066 20.9199 17.4773
H -3.7569 21.8213 16.1122
H -6.0946 20.7741 16.3761
H -5.3704 19.2718 16.0443
H -4.3245 20.2227 13.9494
H -4.9043 21.7310 14.3984
H -7.3206 20.7917 14.3628
H -6.6288 19.3940 13.5817
H -8.6796 20.8616 11.8291
H -7.6245 19.4128 11.7452
H -7.6077 21.8390 9.8014
H -7.8703 20.1575 9.3795
H -5.4494 21.2825 9.3774
H -5.6594 19.6910 9.6588
H -4.5512 21.2929 11.7819
H -5.0566 19.7179 11.8962
H -5.8970 23.0597 12.7854
H -7.5890 22.7436 13.0638
H -6.8625 23.0257 11.4503
C -9.2171 26.9843 18.3688
C -10.1751 26.7265 19.5293
C -10.5952 25.3184 19.7914
N -9.7495 24.4342 20.7220
C -8.4186 24.1377 20.0631
C -10.5458 23.1645 20.9535
C -11.1081 23.3521 22.3451
C -9.9948 24.0915 23.0634
C -9.6119 25.1203 22.0506
H -9.4450 27.9828 18.0711
H -9.3380 26.2100 17.5968
H -8.1909 26.9342 18.7233
H -11.1326 27.1907 19.3088
H -9.8821 27.1682 20.4746
H -10.8037 24.7292 18.8796
H -11.5785 25.3959 20.3054
H -7.8831 25.0786 19.9336
H -8.5336 23.6024 19.1386
H -7.8000 23.5822 20.7617
H -9.9008 22.2780 20.9210
H -11.2010 23.0137 20.0906
H -11.2350 22.3758 22.7054
H -12.0644 23.8583 22.4098
H -9.1438 23.4096 23.3313
H -10.4276 24.4383 24.0524
H -8.6086 25.4963 22.0375
H -10.3830 25.9282 22.0685
C -15.7967 18.9865 21.7199
C -16.4090 20.0229 22.6628
C -15.3871 21.1565 23.0089
N -15.9570 22.1709 24.0400
C -16.1561 21.4041 25.2862
C -17.1924 22.8168 23.4761
C -17.2334 24.0541 24.3910
C -15.7578 24.5126 24.4902
C -14.9488 23.2649 24.2852
H -16.5180 18.2384 21.5155
H -14.9357 18.5352 22.2373
H -15.2913 19.3799 20.8138
H -16.7073 19.4372 23.5417
H -17.2972 20.5166 22.2972
H -15.1887 21.6827 22.0894
H -14.4607 20.6329 23.3286
H -16.9568 20.6382 25.1349
H -16.4105 22.0547 26.1392
H -15.1880 21.0196 25.4346
H -18.1052 22.1487 23.5310
H -17.0248 22.9966 22.4049
H -17.6364 23.6697 25.3605
H -17.9043 24.8283 24.0476
H -15.4590 24.9561 25.4498
H -15.5234 25.2621 23.7041
H -14.4061 22.9976 25.1403
H -14.2377 23.3848 23.4796
C -5.7778 21.6346 22.4681
C -6.8517 20.5053 22.3659
C -6.2736 19.1315 22.7646
N -7.2771 18.0186 22.8423
C -7.9016 17.5879 21.6015
C -8.4330 18.2944 23.8272
C -8.2733 17.2698 25.0289
C -6.8166 16.8752 24.9659
C -6.5558 16.7877 23.5077
H -5.1034 21.6164 23.3324
H -6.3223 22.6200 22.6292
H -5.3139 21.8425 21.4664
H -7.1416 20.5991 21.3244
H -7.6297 20.9082 23.0610
H -5.7913 19.1719 23.7387
H -5.5513 18.9212 21.9956
H -7.0990 17.2572 21.0035
H -8.3665 18.4699 21.1469
H -8.6636 16.8340 21.7738
H -9.3720 18.1563 23.2455
H -8.3328 19.3583 24.0426
H -8.9199 16.4141 24.7386
H -8.6150 17.7436 25.9320
H -6.6496 15.8938 25.4112
H -6.2142 17.6315 25.5297
H -7.0709 15.9098 23.1018
H -5.5742 16.7575 23.0761
C -10.3617 26.9277 13.7097
C -11.5790 26.9119 14.6653
C -12.3496 25.5648 14.4845
N -13.3548 25.2730 15.5935
C -12.5771 24.8123 16.7619
C -14.2833 24.1423 15.1033
C -15.4890 24.2525 16.0438
C -15.5862 25.7275 16.4335
C -14.3792 26.3344 15.7425
H -9.7402 26.1178 14.0418
H -9.8392 27.8736 13.7603
H -10.5866 26.7051 12.6860
H -12.3761 27.6449 14.3925
H -11.1688 27.1212 15.6675
H -11.7794 24.6525 14.4562
H -12.9713 25.7687 13.5878
H -11.8224 24.2083 16.3712
H -13.2432 24.3191 17.4530
H -12.1543 25.6973 17.2967
H -13.7688 23.2079 15.0152
H -14.4999 24.4221 14.1148
H -15.4772 23.7233 16.9287
H -16.2923 23.7950 15.5202
H -15.4200 25.7609 17.5218
H -16.5038 26.3128 16.2528
H -13.9728 27.2141 16.2411
H -14.6242 26.6085 14.6775
C -6.7119 28.1483 13.3949
C -6.6755 29.5768 13.9977
C -7.2601 29.6595 15.4098
N -6.2921 30.1822 16.4403
C -5.2672 29.0464 16.7934
C -7.0172 30.5511 17.6759
C -6.1109 31.6346 18.3613
C -5.1206 32.1261 17.2748
C -5.5251 31.4276 15.9900
H -7.7081 27.6765 13.5339
H -6.0222 27.4764 13.8921
H -6.4733 28.2782 12.3527
H -7.3573 30.1895 13.4186
H -5.5988 29.8483 13.9591
H -7.4609 28.6518 15.6979
H -8.1807 30.2380 15.5230
H -4.8501 28.6865 15.8552
H -5.7951 28.2465 17.3774
H -4.5261 29.5898 17.4358
H -7.1888 29.5682 18.1184
H -8.0349 30.8795 17.4109
H -5.6989 31.1877 19.2544
H -6.7782 32.4546 18.7088
H -4.1138 31.8279 17.5381
H -5.1134 33.2168 17.1235
H -4.6534 31.1875 15.3412
H -6.2091 32.0593 15.4163
C -15.9465 26.4311 20.7151
F -15.0461 27.4027 20.5402
F -16.4759 26.5633 21.9807
F -16.9816 26.6287 19.8723
S -15.0385 24.7823 20.4783
O -14.5011 24.9639 19.1367
O -14.1048 24.8470 21.5606
O -15.9535 23.6615 20.5886
C -9.5502 21.1040 16.0793
F -8.8236 20.7646 17.1604
F -9.1926 20.2341 15.0652
F -10.7850 20.7976 16.3579
S -9.2666 22.8046 15.6422
O -9.7300 23.5554 16.7761
O -7.7945 22.8114 15.4739
O -10.0579 22.9494 14.4310
C -5.0310 28.5692 21.5927
F -3.9465 27.9828 21.1863
F -5.1500 28.4438 22.9239
F -4.9747 29.9096 21.2968
S -6.3653 27.7072 20.6236
O -5.8228 27.7018 19.2603
O -6.3212 26.4225 21.3147
O -7.5874 28.5154 20.8233
C -11.4450 19.1786 19.8034
F -10.2457 18.9904 19.1900
F -11.8321 20.4375 19.4021
F -12.2825 18.2602 19.2481
S -11.3861 19.1909 21.5793
O -12.5901 19.9041 22.0177
O -11.2077 17.7605 21.8502
O -10.1129 19.8713 21.7902
C -13.0635 30.2972 17.8736
F -13.6269 30.9110 16.8372
F -13.3868 30.9048 18.9841
F -13.4974 29.0235 17.9098
S -11.2617 30.4096 17.5831
O -10.7227 29.9718 18.8434
O -10.8756 29.5079 16.5270
N -11.0574 31.9953 17.3762
S -11.0144 32.8502 15.9943
O -10.4433 32.0690 14.9401
O -12.0716 33.7353 15.7518
C -9.5953 34.0338 16.6071
F -9.4905 34.9179 15.5574
F -9.9548 34.7820 17.6293
F -8.4321 33.3561 16.8131
```

- Net charge: +2
- Highest occupied orbital energy: -0.45350 hartree
- E_tot: -8344.608583 hartree